(1)
Density functional theory data (wB97M-V/def2-TZVPD) for a 2-piece molecular cluster, C5H14 overall in a non-equilibrium geometry.

Its structure (SMILES) is CCC.CC. As for the HOMO energy: -0.4061 Ha. The total energy comes out at -198.83862 Eh. For the HOMO-LUMO gap, the calculation gives 12.1354 eV.

Structure (XYZ):
```
19
Properties=species:S:1:pos:R:3:forces:R:3
C -2.364737 1.940325 -1.534777 5.2641 0.2610 0.4610
C -1.654898 0.677091 -0.983691 2.1871 2.3319 0.3900
H -1.721300 2.533002 -2.195006 0.1884 0.0116 0.2171
H -3.067156 1.601017 -2.140557 -3.9135 -0.9026 -2.2496
H -2.588092 2.547998 -0.727208 -1.2984 1.2184 1.2474
H -2.428713 0.015211 -1.069029 -1.2530 -2.7321 0.0710
H -1.422116 0.833608 0.085095 -0.0236 -0.2359 -0.5024
H -0.696657 0.376810 -1.493307 -1.2093 0.1738 0.2954
C 1.492140 -0.413997 1.140653 -1.5657 -0.5044 -3.8600
C 2.704735 -1.121210 0.472380 -0.4661 0.3186 -0.7470
C 0.138444 -1.231052 1.217567 1.7272 0.0978 2.7189
H 1.866144 -0.017384 1.987559 0.6266 0.8767 3.5235
H 1.186289 0.485794 0.595560 0.3816 0.0322 -0.3780
H 2.387028 -1.720944 -0.386788 0.0017 -0.2372 0.2669
H 3.184726 -1.727306 1.220428 0.1173 -0.6695 0.1626
H -0.532551 -0.817549 2.056127 1.0940 -0.8767 -1.0635
H -0.426756 -1.169733 0.337591 -0.5005 0.1645 -1.3792
H 3.525807 -0.498105 0.054307 -0.7909 0.2439 0.4889
H 0.417662 -2.293577 1.363096 -0.5670 0.4280 0.3371
```
Positions in Å, forces in eV/Å.



(2)
Density functional theory data (wB97M-V/def2-TZVPD) for one molecule with the formula C5H9N in a non-equilibrium geometry.

Its structure (SMILES) is CC[C@H](C)C#N. As for the HOMO energy: -0.4131 Ha. The total energy comes out at -250.65132 Eh. For the HOMO-LUMO gap, the calculation gives 12.1169 eV.

Structure (XYZ):
```
15
Properties=species:S:1:pos:R:3:forces:R:3
C -1.609144 -0.967460 -0.570294 -1.2369 0.6673 0.5409
C -1.209128 -0.120935 0.670403 0.0549 -1.7667 0.1064
C 0.165781 0.534207 0.512233 -0.6247 0.1121 0.2708
C 0.180284 1.689757 -0.464841 -0.9040 0.8622 -0.8190
C 1.230544 -0.407462 0.159112 3.2142 -2.3312 -0.9276
H -2.614902 -1.377754 -0.281125 0.9090 0.0059 -0.7948
H -0.895251 -1.763400 -0.785083 -0.1320 -0.0105 0.1153
H -1.724136 -0.335235 -1.494430 0.0667 -0.5489 0.9357
H -2.024209 0.589380 0.879732 0.6277 0.1804 -0.1221
H -1.148749 -0.773676 1.606678 -0.1794 0.5616 -1.3147
H 0.357206 0.899143 1.506268 0.6201 0.3764 0.4212
H -0.781262 2.259373 -0.342334 0.9739 -0.3036 -0.0499
H 1.032201 2.356333 -0.276524 -0.2667 -0.1749 -0.1906
H 0.201398 1.352574 -1.524738 0.1167 0.1562 0.7264
N 2.149669 -1.082198 -0.161159 -3.2393 2.2136 1.1021
```
Positions in Å, forces in eV/Å.



(3)
Density functional theory data (wB97M-V/def2-TZVPD) for one molecule with the formula C4H6N2O2 in a non-equilibrium geometry.

Its structure (SMILES) is [H]/N=C(/C)N(C=O)C=O. As for the HOMO energy: -0.3786 Ha. The total energy comes out at -415.88798 Eh. For the HOMO-LUMO gap, the calculation gives 9.9966 eV.

Structure (XYZ):
```
14
Properties=species:S:1:pos:R:3:forces:R:3
C 0.837714 -1.499203 0.641576 0.8611 -5.8931 1.6571
C 0.454327 -0.108028 0.677984 0.6459 5.2922 3.0529
C -0.499275 -0.211116 -1.550597 1.2440 -0.8822 -3.7592
C -1.354407 1.684912 -0.206713 -0.4529 3.3979 -0.9268
H 1.321661 -1.992302 -0.288471 -0.8142 1.4375 1.3152
H 1.611439 -1.773196 1.500446 -1.5030 1.2489 -1.7772
H 0.000432 -2.311348 0.901715 1.1617 2.1184 -0.7610
H 1.018684 1.593314 1.380482 -1.3928 6.0096 -0.9591
H 0.553608 -0.861769 -1.538292 -2.8902 1.5006 -0.3717
H -1.710797 1.892197 0.909083 0.7577 -0.4484 -2.2352
N 1.122045 0.703571 1.575045 -2.0328 -9.1547 -3.5597
N -0.756618 0.326865 -0.296507 2.2542 0.9735 0.8810
O -1.128374 -0.035007 -2.603578 1.4484 -0.4136 3.3633
O -1.470440 2.591109 -1.102174 0.7129 -5.1867 4.0803
```
Positions in Å, forces in eV/Å.



(4)
Density functional theory data (wB97M-V/def2-TZVPD) for C28H22GaN6S7 as an isolated structure.

As for the HOMO energy: -0.3675 Ha. As for the charge: +1. The total energy comes out at -6120.73924 Eh. For the HOMO-LUMO gap, the calculation gives 6.0761 eV.

Structure (XYZ):
```
64
Properties=species:S:1:pos:R:3:forces:R:3
Ga -0.165156 0.742730 -0.419852 -0.1530 0.3800 0.1348
S -3.314775 -5.591659 -0.349628 -0.0740 0.0563 0.0007
C -2.176361 -6.858853 -0.351555 -0.0370 -0.0563 -0.0001
C -0.898583 -6.393020 -0.366507 0.0672 0.0673 -0.0039
C -0.844751 -4.975751 -0.375969 0.1740 0.0187 0.0075
C -2.080608 -4.388901 -0.367204 -0.1036 0.0174 0.0040
C -2.404461 -2.957230 -0.377252 -0.0436 -0.0996 -0.0139
C -1.369006 -2.010920 -0.433338 0.0412 0.0845 -0.0059
N -1.592352 -0.705795 -0.456887 0.2302 -0.1248 0.0536
C -2.863442 -0.242524 -0.445892 -0.0133 -0.0861 -0.0299
C -3.958234 -1.095122 -0.364257 -0.0854 -0.0464 0.0162
C -5.276211 -0.512997 -0.322247 -0.0011 -0.0499 -0.0074
C -5.453226 0.825105 -0.372098 0.0223 0.0830 -0.0080
C -4.327517 1.718730 -0.483178 -0.1583 -0.0187 -0.0056
C -4.409513 3.118107 -0.536357 -0.0828 0.0896 0.0144
C -3.267905 3.893183 -0.648240 -0.0023 0.0439 -0.0233
C -2.032870 3.215114 -0.736511 -0.0440 -0.0187 -0.0965
N -1.943660 1.905037 -0.670011 0.1044 0.0512 0.1804
C -3.054917 1.166485 -0.530660 0.0801 -0.0393 -0.0216
C -3.292185 5.358597 -0.666663 -0.1154 -0.0559 -0.0035
C -2.234881 6.216401 -0.537668 0.1920 0.0546 0.0208
C -2.617541 7.581653 -0.565066 0.0936 -0.0253 -0.0059
C -3.960566 7.736977 -0.713619 -0.0607 0.0468 -0.0001
S -4.765560 6.239432 -0.820345 -0.0652 -0.0765 -0.0327
C -3.699518 -2.472290 -0.326865 -0.0921 -0.0923 0.0103
H -2.512890 -7.885076 -0.343939 0.0259 0.0771 0.0002
H -0.028600 -7.034251 -0.373284 -0.0388 0.0423 0.0007
H 0.085206 -4.420804 -0.390003 -0.0483 -0.0632 -0.0124
H -0.334041 -2.314835 -0.459286 -0.0649 -0.0105 -0.0003
H -6.128318 -1.177741 -0.247912 0.0283 0.0284 -0.0047
H -6.448986 1.250168 -0.336328 0.0311 -0.0257 0.0020
H -5.383943 3.592127 -0.476206 0.0413 -0.0321 0.0098
H -1.103390 3.748487 -0.882050 0.0355 0.0084 0.0747
H -1.209378 5.892694 -0.409062 -0.0737 0.0426 0.0002
H -1.926379 8.408179 -0.478067 -0.0298 -0.0548 0.0004
H -4.524912 8.656347 -0.768609 0.0503 -0.0704 0.0007
H -4.534951 -3.161803 -0.261161 0.0196 0.0445 -0.0070
S 6.314847 2.767838 0.004000 0.1197 -0.0178 0.0165
C 4.714154 2.527389 -0.142003 -0.1712 -0.0066 -0.0200
S 3.916386 2.142398 -1.636498 0.0269 -0.0043 0.0129
C 2.287868 2.016790 -1.007617 0.0860 -0.0204 -0.2791
C 2.142448 2.229342 0.311143 0.0324 0.0999 0.2394
S 0.653398 2.084311 1.242040 -0.1174 -0.1149 -0.1208
S 3.605137 2.594501 1.199427 0.0039 0.0707 -0.0054
S 1.019138 1.557387 -2.146887 0.0113 -0.0567 0.1684
C 4.607660 -2.236237 2.740710 0.0504 0.0395 0.0372
C 5.406285 -2.084440 1.449449 -0.0532 -0.0402 -0.0505
C 5.436256 -3.383865 0.650042 0.0292 0.0019 0.0156
C 4.907265 -0.917088 0.595847 0.0538 -0.1912 0.1424
N 3.483122 -1.026824 0.251699 0.3153 -0.0973 -0.1117
C 2.412542 -0.653813 0.934048 -0.0610 0.0416 0.0263
N 1.352367 -0.868789 0.183523 -0.0279 0.0083 -0.6036
N 1.818567 -1.398014 -0.986280 0.2727 -0.1838 0.2651
N 3.088292 -1.500396 -0.949440 -0.3336 0.1499 0.1896
H 5.076911 -2.979524 3.386148 -0.0396 0.0158 -0.0215
H 3.587933 -2.579638 2.541029 0.0365 0.0040 0.0197
H 4.559807 -1.297783 3.301242 -0.0136 -0.0401 -0.0260
H 6.432293 -1.811025 1.711385 0.0035 -0.0100 -0.0014
H 4.437399 -3.655916 0.296913 0.0365 -0.0026 0.0223
H 5.807724 -4.202845 1.267471 -0.0279 0.0187 -0.0169
H 6.089583 -3.297212 -0.219958 -0.0470 -0.0063 0.0035
H 5.436443 -0.881487 -0.352937 -0.0068 0.0702 -0.0589
H 5.048155 0.033825 1.108467 -0.0690 -0.0046 -0.0087
H 2.412399 -0.244881 1.930814 0.0407 0.0861 -0.0830
```
Positions in Å, forces in eV/Å.



Listing relative energy (zero: lowest compared OMol25 entry of this formula, charge and spin) for the structures above in their given order: 132.68; 41.01; 400.76; 0.00 kJ/mol.